Record 1
92
Properties=species:S:1:pos:R:3:forces:R:3 method="wB97M-V/def2-TZVPD" gap_ha=0.2341 de_lowest_kj_mol=37.74 charge=+2 total_energy_ev=-259510.7840 spin_multiplicity=1
Ti 0.894 -0.086 0.036 -0.3272 0.3945 -0.3138
C 1.344 0.959 3.170 -0.2892 0.0974 -0.0468
N 1.656 0.077 2.019 0.1446 -0.1680 -0.0615
C 2.708 -0.673 2.180 0.2026 -0.0613 -0.0593
C 3.171 -1.450 1.098 0.0342 0.0232 0.0229
C 4.306 -2.222 0.893 -0.1457 0.0408 -0.1187
C 4.259 -2.639 -0.448 -0.0850 0.0726 0.1076
C 3.093 -2.119 -0.987 -0.0720 0.0613 -0.0871
N 2.426 -1.374 -0.066 0.3534 -0.3900 0.1120
C 2.544 1.733 3.653 -0.0510 0.0199 0.0980
C 3.260 2.554 2.786 -0.0367 -0.0159 -0.0545
C 4.356 3.266 3.238 0.0036 0.0035 0.0148
C 4.748 3.166 4.567 -0.0097 -0.0165 -0.0008
C 4.041 2.354 5.436 -0.0120 -0.0015 -0.0172
C 2.943 1.636 4.979 0.0375 0.0234 -0.0294
H 0.954 0.345 3.990 -0.0331 0.1004 -0.0821
H 0.547 1.642 2.858 0.2076 -0.0819 0.0483
H 3.252 -0.664 3.124 -0.0042 0.0082 -0.0480
H 5.063 -2.451 1.621 0.0975 -0.0299 0.0967
H 4.967 -3.267 -0.957 0.0816 -0.0706 -0.0601
H 2.698 -2.256 -1.984 0.0138 -0.0104 -0.0179
H 2.962 2.635 1.747 -0.0159 0.0054 -0.0138
H 4.902 3.906 2.560 0.0310 0.0350 -0.0440
H 5.602 3.722 4.923 0.0636 0.0472 0.0234
H 4.341 2.275 6.470 0.0216 -0.0074 0.0693
H 2.395 1.002 5.664 -0.0458 -0.0463 0.0449
C -1.451 -1.396 2.478 -0.1207 -0.0481 0.0467
As -1.451 0.216 1.401 0.0661 -0.1815 -0.1193
C -1.984 1.521 2.749 -0.0213 0.0374 0.0035
C -3.074 0.011 0.326 -0.0685 -0.0869 0.1684
C -3.379 1.077 -0.739 0.0457 -0.0875 0.0130
C -3.286 2.484 -0.144 0.0809 0.0444 0.0593
C -2.451 0.956 -1.949 0.0408 0.0330 -0.1908
As -0.562 1.410 -1.752 -0.0252 -0.0308 0.0918
C -0.544 3.350 -1.933 -0.0396 0.0547 -0.1107
C 0.074 0.915 -3.517 -0.0433 0.0682 -0.0933
C -4.830 0.878 -1.216 -0.0762 0.0439 -0.0193
As -5.514 -0.619 -2.334 -0.0565 -0.0005 -0.0173
C -4.372 -2.142 -1.843 -0.0209 -0.0179 -0.0702
C -4.649 -0.199 -4.051 0.0002 -0.0565 -0.0264
H -2.474 -1.636 2.782 0.1156 0.0051 -0.0105
H -0.843 -1.216 3.364 -0.0237 -0.0109 -0.0180
H -1.036 -2.231 1.917 -0.0267 0.1408 0.0703
H -3.071 1.468 2.833 0.1065 0.0350 0.0275
H -1.691 2.538 2.493 -0.0245 -0.0755 0.0060
H -1.537 1.241 3.703 -0.0436 0.0303 -0.0725
H -3.885 -0.004 1.067 0.1176 0.0013 -0.1135
H -3.033 -0.988 -0.116 0.0174 0.1894 0.0988
H -2.285 2.719 0.237 -0.0406 -0.0517 -0.0104
H -3.989 2.604 0.680 -0.0263 0.0004 0.0367
H -3.532 3.235 -0.894 -0.0125 0.0165 -0.0333
H -2.803 1.622 -2.748 0.0278 -0.0870 0.0947
H -2.478 -0.057 -2.360 0.0160 0.1439 0.0751
H -1.376 3.619 -2.589 0.1044 0.0132 0.0824
H 0.390 3.660 -2.404 -0.1099 -0.0232 0.0293
H -0.663 3.860 -0.978 -0.0020 -0.0211 -0.0385
H -0.476 1.509 -4.252 0.0830 -0.0862 0.0472
H -0.109 -0.143 -3.702 0.0090 0.0348 0.0039
H 1.139 1.129 -3.606 -0.0559 -0.0119 0.0085
H -5.117 1.753 -1.809 -0.0131 0.0152 0.0065
H -5.483 0.898 -0.339 0.0040 0.0005 -0.0020
H -4.588 -2.468 -0.827 -0.0259 0.0018 -0.0043
H -3.303 -1.951 -1.958 -0.0182 -0.0460 -0.0147
H -4.642 -2.956 -2.514 -0.0042 -0.0398 -0.0199
H -4.740 0.867 -4.260 -0.0164 0.0105 -0.0063
H -5.183 -0.736 -4.833 0.0132 -0.0024 0.0078
H -3.599 -0.490 -4.087 -0.0334 0.0050 -0.0463
I 4.204 5.081 -1.229 0.0345 0.0957 -0.0014
C 3.648 3.109 -1.160 -0.0453 -0.1896 -0.0139
C 4.420 1.988 -1.424 -0.1941 0.0690 0.0319
N 3.645 0.916 -1.234 0.0658 -0.1768 0.1139
N 2.398 1.261 -0.857 -0.1909 -0.1533 0.1519
C 2.398 2.600 -0.816 0.1080 0.0704 0.0907
H 5.445 1.890 -1.728 0.1195 0.0076 -0.0351
H 3.906 -0.069 -1.273 -0.0750 0.2368 -0.0082
H 1.519 3.144 -0.507 0.0951 -0.0403 -0.0264
C 1.082 -4.393 -0.064 -0.1142 0.0479 0.0116
Si -0.367 -3.485 -0.808 0.0350 0.0050 -0.0459
C -1.887 -3.904 0.208 0.0925 0.0593 -0.0317
C -0.631 -4.004 -2.590 0.0342 0.0410 0.1384
C -0.126 -1.579 -0.944 -0.0427 0.1783 0.2027
H 0.752 -5.407 0.164 -0.0347 -0.0976 0.0288
H 1.432 -3.950 0.870 0.0165 0.0434 0.0534
H 1.929 -4.479 -0.738 0.0885 0.0043 -0.0720
H -2.266 -4.860 -0.151 -0.0387 -0.1198 -0.0617
H -2.705 -3.192 0.121 -0.0313 0.0560 0.0046
H -1.658 -4.042 1.263 0.0058 -0.0406 0.0472
H -1.034 -5.014 -2.640 -0.0156 -0.1126 0.0030
H 0.308 -4.003 -3.144 0.0690 0.0280 -0.0445
H -1.328 -3.350 -3.115 -0.0704 0.0499 -0.0080
H -1.125 -1.204 -1.196 -0.0111 -0.0305 -0.0597
H 0.489 -1.433 -1.857 0.0353 -0.0248 0.0079

=====

Record 2
20
Properties=species:S:1:pos:R:3:forces:R:3 method="wB97M-V/def2-TZVPD" gap_ha="0.3626 / 0.2287" de_lowest_kj_mol=54.02 total_energy_ev=-77493.8021 spin_multiplicity=2
Br 0.781 -0.468 -2.784 0.9287 -0.1472 -1.9672
H -0.642 -0.108 -1.396 -1.1837 0.4676 1.9015
C -0.876 0.077 -0.289 -0.5970 -0.8226 -0.4791
C -0.191 -1.094 0.434 -0.3830 0.0786 -0.7950
C 1.266 -1.044 0.051 0.1409 0.4643 0.5038
C 1.867 0.273 0.572 0.4447 -0.6337 -0.1764
C 1.026 1.480 0.361 -1.2382 0.7534 -0.4079
C -0.275 1.391 0.047 1.0139 0.4409 0.0164
C -2.364 0.039 -0.038 -0.0656 -0.0594 0.1938
H -0.343 -1.010 1.526 0.2918 0.0679 -0.2688
H -0.670 -2.034 0.124 0.1560 0.1510 0.0366
H 1.831 -1.922 0.405 0.0026 0.2821 -0.5663
H 1.319 -0.998 -1.213 0.0967 -0.3667 1.9196
H 2.042 0.149 1.649 0.1377 -0.0297 -0.0664
H 2.830 0.439 0.112 0.4866 -0.0214 -0.0616
H 1.494 2.470 0.398 -0.0865 -0.4196 0.3741
H -0.897 2.286 -0.072 0.3220 -0.2773 -0.0675
H -2.888 0.844 -0.542 -0.0875 0.1870 -0.0712
H -2.782 -0.903 -0.386 -0.1329 -0.0970 0.0537
H -2.531 0.132 1.040 -0.2475 -0.0182 -0.0719

=====

Record 3
16
Properties=species:S:1:pos:R:3:forces:R:3 method="wB97M-V/def2-TZVPD" gap_ha=0.3950 de_lowest_kj_mol=47.94 total_energy_ev=-7394.2685 spin_multiplicity=1 smiles="CCCCC=O"
C 2.161 0.161 -0.746 -0.1601 -0.2918 -0.8101
C 0.963 1.040 -0.415 0.1291 -0.1557 1.0618
C 0.275 0.634 0.901 0.2530 0.4418 0.1434
C -0.288 -0.764 0.933 -0.5647 -0.2294 -0.6503
C -1.511 -0.934 0.077 -0.3524 -0.0215 0.0426
O -1.984 -0.107 -0.653 -0.0450 0.1910 -0.1600
H 1.914 -0.903 -0.826 -0.1109 0.0931 0.0741
H 2.550 0.431 -1.733 0.1255 0.0439 0.1539
H 2.967 0.244 -0.025 0.0743 0.1452 0.2005
H 0.225 1.075 -1.208 0.0342 -0.0512 -0.2135
H 1.341 2.044 -0.233 -0.0813 0.2664 -0.2972
H -0.540 1.316 1.127 -0.3388 0.1851 -0.3071
H 0.949 0.837 1.737 0.2811 -0.4827 -0.0438
H -0.651 -1.067 1.908 0.2789 -0.1299 0.5055
H 0.363 -1.557 0.552 0.3706 0.0534 0.3603
H -2.018 -1.917 0.190 0.1065 -0.0576 -0.0599